Record 1
{
  "formula": "C5H24AgBN10O5",
  "method": "the ωB97M-V functional and the def2-TZVPD basis",
  "total_charge": 1,
  "de_lowest_ev": 5.714,
  "orbital_gap_ha": [0.350, 0.221],
  "s2": 0.752,
  "multiplicity": 2,
  "lumo_energy_ev": [-1.9, -5.2],
  "fmax_ev_per_a": 12.42,
  "elements": ["Ag", "B", "H", "H", "H", "H", "C", "O", "N", "N", "H", "H", "H", "H", "C", "O", "N", "N", "H", "H", "H", "H", "C", "O", "N", "N", "H", "H", "H", "H", "C", "O", "N", "N", "H", "H", "H", "H", "C", "O", "N", "N", "H", "H", "H", "H"],
  "xyz": [[0.416, -0.308, -0.006], [1.068, -2.467, 0.588], [1.820, -2.264, -0.159], [1.046, -1.710, 1.356], [0.102, -2.589, 0.124], [1.247, -3.472, 0.937], [-1.479, -1.219, 2.501], [-0.790, -0.416, 1.865], [-2.507, -0.993, 3.253], [-1.222, -2.483, 2.492], [-2.908, -1.716, 3.833], [-2.736, -0.018, 3.385], [-0.509, -2.837, 1.871], [-1.657, -3.172, 3.089], [-2.081, -1.695, -1.789], [-1.576, -0.733, -1.167], [-3.075, -1.573, -2.672], [-1.594, -2.906, -1.747], [-3.460, -2.338, -3.209], [-3.589, -0.706, -2.739], [-1.987, -3.699, -2.234], [-0.691, -3.079, -1.331], [-0.916, 2.849, -0.062], [-0.598, 1.775, -0.421], [-0.826, 4.028, -0.713], [-1.546, 3.102, 0.998], [-0.967, 4.924, -0.268], [-0.712, 4.046, -1.716], [-1.812, 2.372, 1.644], [-1.946, 3.965, 1.338], [1.901, 1.753, 2.198], [1.761, 1.109, 1.138], [2.458, 1.187, 3.211], [1.551, 2.868, 2.473], [2.727, 1.961, 3.801], [3.217, 0.541, 3.048], [1.246, 3.434, 1.694], [2.133, 3.298, 3.177], [2.079, -0.170, -3.221], [1.600, -0.233, -2.126], [3.308, 0.075, -3.444], [1.516, -0.244, -4.303], [3.989, 0.011, -2.701], [3.560, 0.392, -4.369], [1.885, -0.121, -5.235], [0.549, -0.527, -4.379]],
  "forces_ev_per_angstrom": [[-0.508, 0.527, -0.604], [0.679, -0.342, -0.325], [2.877, 0.731, -2.917], [0.349, 2.123, 3.295], [-3.781, -0.186, -1.817], [0.934, -3.492, 1.821], [1.640, -0.980, -1.038], [-0.956, 2.210, 0.240], [-2.922, 3.192, 1.947], [1.591, -4.390, -0.700], [0.028, 0.499, -0.171], [-0.349, -0.352, 0.387], [0.250, 0.048, 0.069], [-0.069, 0.401, -0.196], [0.957, 0.933, -0.215], [-0.338, -0.020, -0.127], [-1.847, 1.352, -0.753], [1.432, -2.831, 0.363], [0.310, 0.052, 0.359], [0.237, -0.113, 0.171], [-0.122, 0.435, -0.003], [-0.060, 0.244, 0.379], [-0.170, 2.850, -2.461], [1.448, -3.080, -1.954], [1.498, 1.628, -3.046], [-3.914, -0.251, 8.314], [-0.122, -0.465, -0.129], [0.309, -0.061, 0.276], [0.528, -0.441, -0.317], [0.340, 0.108, -0.885], [1.253, -10.042, -4.933], [-0.377, 0.518, -1.076], [3.296, -1.908, 4.148], [-3.395, 11.334, 0.348], [0.622, -1.290, 1.218], [-0.347, -0.312, -0.092], [-0.211, 0.322, 0.294], [-0.842, 0.927, -0.285], [1.783, 0.739, 4.641], [-1.901, -0.740, 3.348], [6.999, 1.332, 0.271], [-8.138, -1.428, -9.269], [-0.117, 0.341, -0.276], [0.631, -0.261, 0.591], [0.527, -0.129, 0.605], [-0.030, 0.268, 0.502]]
}

Record 2
{
  "formula": "C3H8NO2S",
  "method": "the ωB97M-V functional and the def2-TZVPD basis",
  "total_charge": -1,
  "de_lowest_ev": 7.680,
  "orbital_gap_ha": 0.155,
  "lumo_energy_ev": 2.3,
  "fmax_ev_per_a": 4.08,
  "elements": ["O", "C", "C", "C", "S", "N", "H", "H", "H", "H", "H", "H", "H", "H", "O"],
  "xyz": [[2.149, 2.120, -0.508], [2.130, 1.232, 0.355], [-0.244, -1.134, -1.484], [-0.845, 0.062, -0.752], [-1.819, -0.998, 0.347], [1.090, -1.648, -1.282], [2.320, 0.189, -0.124], [-0.879, -1.766, -2.123], [-1.464, 0.653, -1.446], [-0.117, 0.700, -0.248], [1.711, -0.849, -1.284], [0.387, -1.580, -0.399], [0.393, 1.104, 1.907], [-1.049, 0.638, 2.115], [-0.390, 1.274, 2.472]],
  "forces_ev_per_angstrom": [[0.173, -0.386, 0.294], [-0.728, 0.810, 0.009], [-0.687, 0.681, -0.927], [0.203, 0.102, -1.896], [0.755, -0.610, -0.739], [-4.061, -0.143, -0.381], [0.604, -0.342, -0.361], [-0.013, 0.500, 0.537], [0.158, -0.142, 0.389], [0.027, -0.144, -0.126], [0.411, 0.876, 1.295], [2.897, -1.380, 1.783], [0.334, 0.384, 0.166], [0.569, 0.516, 0.379], [-0.641, -0.722, -0.423]]
}

Record 3
{
  "formula": "C27H35As3Cl3F5MgNOS",
  "method": "the ωB97M-V functional and the def2-TZVPD basis",
  "total_charge": 1,
  "orbital_gap_ha": 0.192,
  "lumo_energy_ev": -4.3,
  "fmax_ev_per_a": 4.58,
  "elements": ["Mg", "C", "As", "C", "C", "C", "C", "C", "As", "C", "C", "C", "As", "C", "C", "H", "H", "H", "H", "H", "H", "H", "H", "H", "H", "H", "H", "H", "H", "H", "H", "H", "H", "H", "H", "H", "H", "H", "H", "H", "H", "H", "F", "C", "C", "F", "C", "F", "C", "S", "C", "F", "C", "F", "C", "C", "O", "C", "C", "C", "C", "C", "C", "H", "H", "H", "H", "H", "H", "H", "H", "Cl", "C", "Cl", "Cl", "C", "N"],
  "xyz": [[12.176, 13.515, 7.922], [17.367, 14.355, 6.407], [16.368, 13.261, 7.732], [16.731, 14.262, 9.329], [17.796, 11.814, 7.790], [17.344, 10.459, 8.354], [17.210, 10.545, 9.908], [16.073, 10.026, 7.647], [14.407, 11.123, 7.810], [13.516, 9.773, 8.993], [13.734, 10.739, 5.971], [18.480, 9.420, 8.114], [18.944, 8.621, 6.360], [17.416, 7.362, 6.022], [18.508, 9.912, 4.892], [18.277, 14.761, 6.905], [16.752, 15.157, 6.013], [17.668, 13.723, 5.550], [17.840, 14.133, 9.536], [16.058, 13.940, 10.151], [16.514, 15.342, 9.164], [18.792, 12.218, 8.200], [17.940, 11.709, 6.726], [16.436, 11.270, 10.216], [18.146, 10.830, 10.374], [16.936, 9.545, 10.259], [15.742, 8.971, 7.800], [16.226, 10.014, 6.560], [12.407, 9.866, 8.853], [13.747, 9.895, 10.045], [13.839, 8.761, 8.657], [14.561, 10.757, 5.206], [12.969, 11.365, 5.573], [13.385, 9.648, 5.920], [18.296, 8.526, 8.722], [19.426, 9.864, 8.509], [17.747, 6.399, 5.450], [16.689, 7.838, 5.314], [16.907, 7.089, 6.991], [19.265, 10.692, 4.962], [17.502, 10.318, 4.786], [18.674, 9.284, 3.986], [5.851, 9.903, 7.277], [7.060, 10.400, 7.663], [7.297, 11.774, 7.602], [6.333, 12.578, 7.049], [8.552, 12.292, 7.964], [8.726, 13.642, 7.965], [9.593, 11.467, 8.399], [10.946, 11.990, 9.338], [9.404, 10.076, 8.181], [10.501, 9.263, 8.311], [8.141, 9.536, 7.924], [7.914, 8.197, 7.853], [9.697, 14.973, 5.360], [11.178, 14.808, 5.527], [11.567, 13.670, 6.045], [12.129, 15.884, 5.220], [13.484, 15.611, 5.109], [14.440, 16.657, 4.939], [14.002, 17.982, 4.856], [12.626, 18.254, 4.908], [11.729, 17.234, 5.122], [9.272, 15.352, 6.300], [9.245, 13.950, 5.158], [9.470, 15.611, 4.546], [13.817, 14.585, 5.141], [15.468, 16.471, 4.991], [14.782, 18.735, 4.657], [12.331, 19.286, 4.746], [10.651, 17.493, 5.069], [15.217, 17.942, 8.738], [13.838, 17.372, 9.790], [14.626, 16.691, 11.378], [12.577, 18.526, 10.130], [13.293, 16.166, 9.192], [12.995, 15.119, 8.753]],
  "forces_ev_per_angstrom": [[-0.340, -2.103, -0.120], [0.992, -0.188, 0.418], [1.147, 0.333, -1.640], [0.874, 0.742, 0.812], [0.293, 0.991, 0.328], [0.863, 0.113, 0.870], [-0.827, -0.184, -0.852], [-0.597, -0.428, -0.941], [-1.547, -1.216, 1.112], [-1.105, -0.780, -1.541], [1.114, -2.601, -0.618], [0.078, 0.495, 0.077], [-0.245, -0.359, -0.628], [-0.376, -1.005, -0.723], [0.352, -0.896, -0.144], [-0.483, -0.094, -0.576], [-0.023, 0.141, 0.171], [-0.120, 0.234, 0.501], [-1.447, 0.268, 0.271], [0.765, -0.013, -0.313], [0.257, -0.681, -0.024], [-1.514, -0.617, -0.247], [0.234, -0.173, -0.419], [0.156, -0.248, -0.069], [0.215, 0.070, -0.023], [-0.082, 0.236, 0.229], [0.388, 0.841, 0.543], [0.364, 0.275, 0.148], [1.355, -0.176, 0.308], [0.225, 0.281, 0.037], [-0.312, 0.566, 0.347], [-0.490, 0.224, 0.940], [-0.736, 0.558, 0.139], [0.242, 1.480, 0.210], [-0.029, 0.083, -0.011], [-0.578, -0.362, -0.351], [-0.299, 1.699, 1.352], [0.401, -0.258, 0.844], [0.507, 0.137, -1.136], [-0.128, 0.103, -0.329], [-0.022, 0.055, 0.377], [0.131, 0.578, 0.536], [1.417, 0.510, 0.511], [-0.161, -0.100, -0.609], [-0.274, 0.360, -0.707], [1.007, -0.657, 0.896], [-0.554, -0.235, 0.222], [-0.149, -0.544, 0.078], [-1.020, -0.807, -0.860], [0.848, 1.032, -0.125], [0.211, -0.160, 0.352], [-1.628, 0.513, 0.054], [-0.191, -0.482, -0.185], [0.469, 1.276, 0.055], [0.168, -1.855, 0.090], [0.137, -2.540, 1.317], [-0.414, 3.352, -1.023], [0.110, 0.390, 0.208], [1.484, 0.745, -0.017], [-2.641, -0.158, 0.648], [0.357, -0.842, -0.354], [1.034, 0.369, -0.059], [-1.593, 0.119, -0.687], [0.047, -0.047, -0.220], [0.566, 1.259, 0.422], [-0.337, 0.787, -0.655], [0.137, -0.154, 0.101], [1.266, -0.501, -0.341], [-0.755, -0.103, 0.276], [-0.360, -0.219, 0.163], [0.800, -0.286, 0.349], [-1.324, -0.164, 0.666], [1.717, -0.218, 1.228], [-0.903, 0.820, -1.430], [0.490, -0.148, -0.206], [-0.603, -3.658, -1.499], [0.986, 4.224, 1.479]]
}

| no. | E_tot (Eh) |
| --- | --- |
| 1 | -1300.16630 |
| 2 | -722.34983 |
| 3 | -10365.00204 |